Entry 1:
A 2-piece molecular cluster, C5H6BrCl overall. Source: the OMol25 dataset; level of theory: ωB97M-V/def2-TZVPD.

Properties
Total energy in Ha: -3228.10807
Total charge: 0

Geometry as XYZ:
```
13
Properties=species:S:1:pos:R:3:forces:R:3
C 0.159 1.494 1.087 -0.281 -3.364 -0.936
C -0.183 2.647 1.178 0.120 1.825 -0.270
C 1.328 -0.928 -0.366 2.290 -1.999 -0.081
C -1.281 -0.626 -0.678 0.743 3.216 2.157
C -0.025 -0.810 0.199 -0.611 1.915 0.312
Cl -0.326 -1.728 1.579 0.021 -0.374 0.505
Br -0.257 4.482 1.056 -0.123 -0.729 0.223
H 2.164 -1.309 0.350 -1.804 0.965 -0.867
H 1.634 0.001 -0.786 0.210 0.720 -0.291
H 1.396 -1.686 -1.216 -0.662 0.762 0.899
H -1.279 -1.443 -1.377 -0.496 -0.218 -0.386
H -1.219 0.447 -1.115 0.003 -2.107 0.161
H -2.111 -0.540 0.089 0.592 -0.612 -1.428
```
Positions in Å, forces in eV/Å.

Entry 2:
A 2-piece molecular cluster, C10H16O overall. Source: the OMol25 dataset; level of theory: ωB97M-V/def2-TZVPD.

Properties
Total energy in Ha: -465.81376
Structure (SMILES): Cc1ccc(O)cc1.CCC
Total charge: 0

Geometry as XYZ:
```
27
Properties=species:S:1:pos:R:3:forces:R:3
C -1.314 -2.405 -0.953 -1.460 0.478 -2.387
C -0.852 -1.524 0.120 -1.029 0.979 0.837
C -1.492 -0.279 0.276 0.790 0.038 -0.223
C -0.992 0.627 1.196 -2.324 2.232 0.603
C 0.001 0.223 2.061 1.287 -0.356 -0.032
O 0.499 1.203 2.835 2.808 0.420 2.108
C 0.573 -1.058 2.015 -0.031 1.110 -0.554
C 0.136 -1.875 1.009 0.383 -1.149 -0.341
H -1.353 -3.478 -0.737 -0.231 0.332 0.166
H -0.647 -2.293 -1.843 -0.436 -0.137 0.458
H -2.345 -1.963 -1.285 1.696 -1.402 0.378
H -2.255 0.043 -0.438 0.083 -0.250 0.320
H -1.488 1.736 1.368 1.515 -3.041 -0.626
H 1.431 0.979 3.214 -2.659 0.324 -1.065
H 1.488 -1.351 2.522 -0.304 0.297 0.488
H 0.640 -2.833 0.883 -0.160 0.051 -0.017
C 0.569 2.612 -2.941 -1.916 -0.569 1.184
C 0.432 1.249 -2.227 -1.106 -2.265 1.294
C 1.768 0.468 -1.857 -0.648 0.678 -0.560
H 1.073 2.300 -3.875 -0.710 1.069 -0.038
H 1.215 3.277 -2.367 0.041 0.084 -0.116
H -0.534 3.111 -2.946 2.786 -1.100 -0.747
H -0.248 1.160 -1.287 1.347 1.024 -1.422
H -0.144 0.551 -2.874 0.346 0.567 -0.172
H 1.596 -0.652 -1.806 0.322 1.353 -0.414
H 2.598 0.787 -2.571 -0.905 -0.783 0.962
H 2.001 0.773 -0.836 0.515 0.013 -0.082
```
Positions in Å, forces in eV/Å.

Entry 3:
C16H48FeO17 as an isolated structure. Source: the OMol25 dataset; level of theory: ωB97M-V/def2-TZVPD.

Properties
2S+1: 5
Total energy in Ha: -3181.17561
Total charge: 0
Expectation value of S²: 6.01

Geometry as XYZ:
```
82
Properties=species:S:1:pos:R:3:forces:R:3
Fe 22.167 -24.730 -8.783 0.774 -1.153 -1.801
C 26.019 -23.893 -7.517 -1.636 -0.466 -0.309
C 27.261 -24.298 -8.071 0.762 -0.872 1.763
C 27.319 -24.866 -9.482 0.989 0.901 -1.671
O 28.379 -24.895 -10.129 0.073 0.165 1.027
C 26.116 -25.169 -10.120 -2.257 -0.369 0.395
C 24.893 -24.990 -9.489 1.396 0.574 -0.112
C 24.854 -24.329 -8.103 1.022 -0.112 -0.957
O 23.675 -24.236 -7.611 -0.968 0.202 1.021
O 23.767 -25.223 -10.038 -0.592 0.188 0.255
O 28.225 -24.392 -7.292 0.152 0.322 -1.130
H 25.975 -23.622 -6.472 0.101 0.386 -0.037
H 26.065 -25.478 -11.155 0.412 -0.156 -0.010
C 28.357 -21.034 -8.668 -0.049 0.331 -0.152
C 28.272 -19.735 -9.468 -0.124 -0.516 -0.063
O 27.391 -19.930 -10.562 -0.279 0.507 -0.185
H 28.984 -21.696 -9.270 0.089 -0.326 0.412
H 27.371 -21.493 -8.573 -0.124 0.142 -0.155
H 28.728 -20.916 -7.652 0.379 -0.024 -0.144
H 29.261 -19.453 -9.841 0.117 -0.005 0.108
H 27.909 -18.890 -8.885 -0.239 -0.062 0.005
H 27.670 -20.709 -11.065 0.074 -0.129 0.076
C 32.111 -27.122 -6.303 0.651 0.041 -0.081
C 30.841 -26.294 -6.288 0.166 -0.384 0.263
O 30.212 -26.417 -7.547 0.227 0.047 -0.412
H 32.769 -26.959 -5.445 -0.328 0.305 0.165
H 32.684 -26.775 -7.168 0.027 -0.345 -0.069
H 31.984 -28.204 -6.337 -0.354 0.067 -0.346
H 31.157 -25.264 -6.089 -0.391 0.083 0.099
H 30.144 -26.658 -5.525 0.113 0.274 0.214
H 29.598 -25.681 -7.690 -0.049 -0.017 0.230
C 19.807 -27.119 -11.947 0.194 -0.090 -0.420
C 19.863 -26.317 -10.662 -0.575 0.467 -0.282
O 21.167 -25.724 -10.499 -1.008 -0.401 0.015
H 20.479 -27.977 -11.970 -0.015 -0.011 0.264
H 20.108 -26.481 -12.786 0.031 0.068 0.110
H 18.805 -27.457 -12.209 -0.074 -0.024 0.327
H 19.585 -26.869 -9.764 0.356 -0.214 -0.047
H 19.119 -25.512 -10.742 0.080 -0.005 0.066
H 21.459 -25.557 -11.416 0.728 0.394 0.348
C 29.627 -22.789 -13.768 -0.323 0.443 -0.525
C 28.177 -22.508 -13.389 0.462 0.224 -0.137
O 28.009 -22.402 -11.988 -0.286 0.397 0.370
H 30.265 -21.907 -13.685 -0.096 -0.013 0.693
H 29.685 -22.963 -14.848 -0.052 -0.687 0.161
H 29.988 -23.607 -13.149 0.336 -0.121 -0.343
H 27.503 -23.262 -13.807 0.049 -0.063 0.027
H 27.896 -21.537 -13.803 -0.210 -0.066 0.074
H 28.101 -23.247 -11.528 0.190 -0.180 -0.193
C 31.892 -20.875 -7.497 0.656 0.607 0.857
C 31.494 -22.321 -7.418 -0.118 -0.932 -0.382
O 30.376 -22.443 -6.537 0.123 -0.130 -0.226
H 32.328 -20.560 -6.541 -0.211 -0.130 0.090
H 31.022 -20.236 -7.635 -0.031 -0.088 -0.305
H 32.680 -20.618 -8.205 -0.237 -0.345 -0.377
H 32.283 -23.004 -7.079 0.308 0.454 0.300
H 31.264 -22.759 -8.398 -0.338 0.424 -0.108
H 29.795 -23.115 -6.915 -0.133 0.032 0.228
O 30.471 -26.915 -10.371 0.073 0.056 -0.407
H 30.826 -26.647 -9.515 -0.204 -0.108 0.194
H 29.780 -26.263 -10.553 0.118 -0.050 0.136
O 26.938 -28.805 -10.020 -0.218 0.041 0.037
H 27.071 -28.015 -10.556 0.115 -0.032 0.062
H 27.084 -28.509 -9.115 0.124 -0.007 -0.066
O 21.857 -23.012 -9.858 -0.018 1.226 0.388
H 22.240 -22.209 -9.469 0.007 -0.135 -0.067
H 21.477 -22.741 -10.699 -0.129 -0.340 0.014
O 22.483 -23.482 -5.085 -0.278 -0.154 -0.161
H 21.521 -23.457 -5.065 0.070 0.009 0.095
H 22.723 -23.956 -5.896 0.302 0.258 0.117
O 22.058 -26.666 -7.964 0.017 -0.046 0.895
H 22.600 -26.667 -7.156 0.075 -0.058 -0.196
H 21.396 -27.354 -7.825 -0.027 0.083 -0.231
O 27.068 -23.177 -3.764 -0.095 -0.139 0.064
H 27.667 -23.910 -3.936 0.114 0.161 -0.055
H 26.753 -22.909 -4.633 0.098 0.066 0.015
O 22.562 -24.498 -12.655 -0.141 0.041 0.281
H 22.251 -23.596 -12.779 0.184 -0.015 -0.249
H 23.296 -24.440 -12.017 -0.067 -0.208 0.026
O 26.552 -26.346 -5.549 -0.138 0.060 -0.078
H 26.638 -25.585 -6.140 0.091 -0.241 0.178
H 27.008 -26.075 -4.747 -0.020 -0.076 0.023
```
Positions in Å, forces in eV/Å.

Entry 4:
A 2-piece molecular cluster, C3H7O2S2 overall. Source: the OMol25 dataset; level of theory: ωB97M-V/def2-TZVPD.

Properties
Total energy in Ha: -1065.42086
Total charge: -1

Geometry as XYZ:
```
14
Properties=species:S:1:pos:R:3:forces:R:3
C -0.745 1.892 -0.660 -0.663 -0.814 0.026
S -0.469 0.893 -2.183 -0.074 0.246 0.049
S -0.716 -1.073 -1.668 -0.030 0.309 -0.080
C 0.981 -1.528 -1.269 0.054 0.479 1.010
H -1.826 2.028 -0.555 0.090 0.037 -0.013
H -0.383 1.380 0.259 0.224 0.418 -0.573
H -0.307 2.865 -0.870 0.274 -0.056 0.164
H 1.398 -0.692 -0.701 0.047 -0.009 -0.203
H 0.948 -2.314 -0.512 -0.006 -0.312 -0.349
H 1.577 -1.744 -2.150 -0.016 -0.191 -0.006
O 0.234 -1.617 2.502 0.160 -0.319 -0.100
C -0.106 -0.428 2.570 0.151 0.395 -0.380
O 0.275 0.550 1.863 -0.230 -0.439 0.505
H -0.863 -0.210 3.373 0.018 0.257 -0.049
```
Positions in Å, forces in eV/Å.

Entry 5:
C4H5MgO4 as an isolated structure. Source: the OMol25 dataset; level of theory: ωB97M-V/def2-TZVPD.

Properties
2S+1: 2
Total energy in Ha: -655.72287
Total charge: +2
Expectation value of S²: 0.76

Geometry as XYZ:
```
14
Properties=species:S:1:pos:R:3:forces:R:3
C -1.322 -0.405 -0.776 -1.589 1.364 0.599
O -2.540 -0.642 -1.182 1.140 -0.630 -0.335
H -0.684 0.314 -1.294 -0.651 0.180 -0.111
H -2.707 -0.299 -2.071 -0.199 0.065 -0.231
C -0.888 -0.929 0.515 0.875 2.277 1.317
C 0.443 -1.054 -0.094 0.696 -1.768 0.564
H -1.328 -1.897 0.773 -0.128 0.362 0.146
H -0.813 -0.022 1.326 -0.772 -2.551 -1.683
H 0.719 -1.912 -0.708 0.131 0.223 0.275
O 1.456 -0.218 0.117 0.483 0.092 -0.627
C 1.379 1.007 0.782 -3.666 -0.614 0.520
O 0.306 1.436 1.177 1.830 0.161 -0.504
O 2.526 1.512 0.874 2.454 1.937 -0.393
Mg 3.452 3.111 0.560 -0.605 -1.097 0.461
```
Positions in Å, forces in eV/Å.

Entry 6:
A 2-piece molecular cluster, C5H15NO overall. Source: the OMol25 dataset; level of theory: ωB97M-V/def2-TZVPD.

Properties
Total energy in Ha: -329.44157
Structure (SMILES): CCCCCN.O
Total charge: 0

Geometry as XYZ:
```
22
Properties=species:S:1:pos:R:3:forces:R:3
C 0.873 1.080 2.233 1.249 0.761 0.423
C 0.231 0.566 0.961 0.965 0.088 -0.961
C 1.295 -0.001 -0.089 -2.107 -1.665 0.667
C 0.962 -1.481 -0.615 0.604 0.876 2.234
C -0.441 -1.850 -1.159 0.298 0.146 0.384
N -0.981 -0.940 -2.195 -1.202 2.281 0.602
H 1.308 0.188 2.741 -0.060 0.793 -0.056
H 0.185 1.595 2.942 0.257 -0.512 -0.596
H 1.707 1.830 2.014 -0.937 -1.039 0.285
H -0.493 -0.159 1.275 -0.356 -0.792 -0.154
H -0.356 1.331 0.466 0.334 0.104 0.271
H 2.280 -0.087 0.377 -0.060 0.343 -0.254
H 1.285 0.622 -0.950 0.505 0.957 -0.574
H 1.196 -2.031 0.351 -0.683 -0.183 -1.315
H 1.759 -1.754 -1.299 0.001 -0.061 -0.331
H -1.133 -1.888 -0.297 0.268 -0.369 -0.420
H -0.292 -2.838 -1.637 -0.502 0.256 0.526
H -2.033 -0.667 -2.020 2.869 -0.857 -0.253
H -0.450 -0.028 -2.118 -0.976 -1.307 -0.253
O -2.286 2.039 -0.031 -5.531 0.810 4.308
H -3.021 2.551 -0.399 0.820 -0.254 -0.329
H -1.594 1.920 -0.551 4.244 -0.377 -4.204
```
Positions in Å, forces in eV/Å.